Density functional theory data (ωB97M-V with the def2-TZVPD basis set) for a molecular structure, C28H42BrN5O5SSm.

```
! wB97M-V def2-TZVPD RIJCOSX def2/J DEFGRID3
* xyz 1 6
C 2.60107 -9.43887 14.89853
C 6.39316 -5.74554 14.45834
H 5.86008 -0.37067 18.24385
H 2.50508 -1.90543 19.69548
C 6.80741 -3.94304 20.01937
H 5.49715 -5.77338 11.36866
Sm 4.45877 -7.18123 17.13969
C 4.11932 -3.76998 13.54396
C 8.15260 -4.60816 20.03136
H 2.42628 -2.31725 21.44307
H 7.17409 -3.81133 11.73155
H 0.74997 -9.67661 19.11200
C 1.01962 -7.36297 14.08591
S 6.73482 -8.17397 18.36237
O 6.02114 -8.55626 19.62436
C 2.24445 -8.19797 19.09108
C 1.90728 -7.23085 15.08594
C 1.63794 -5.99114 19.50890
C 7.51934 -6.79831 14.56654
C 0.93232 -8.62655 19.15969
O 8.10415 -8.61976 18.29789
O 6.53086 -6.67907 18.11195
H 3.08886 -9.88623 18.37198
H 1.97410 -4.97330 19.57788
H -1.08833 -7.93560 19.60570
N 6.42734 -4.79397 13.49195
H 4.22655 -4.92364 23.01499
N 5.39835 -5.82965 15.37009
N 3.32723 -8.97119 18.63029
C 4.72117 -3.61156 21.39501
H 6.95805 -5.91998 10.25184
H 3.76838 -4.18549 14.52228
H 5.03614 -6.25953 21.59175
H 5.77397 -3.15503 14.76639
N 2.74005 -8.20280 15.45119
H -0.43285 -5.51253 19.81146
O 5.89234 -8.81683 17.09775
C 5.86414 -4.37722 21.02478
H 8.50947 -4.80167 21.02121
H 6.98318 -2.17010 17.23809
H 4.21672 -9.00985 19.19465
H 8.21481 -3.10815 18.08803
H 7.97166 -1.37952 18.51577
C 5.63174 -3.52818 13.70422
H 7.43553 -7.33595 15.52471
C -0.03690 -7.67947 19.43235
H 4.65743 0.04616 19.47495
C 7.20057 -4.83927 12.16993
H 4.66560 -5.17902 15.25683
H 1.73654 -10.66206 13.30173
H -0.32975 -9.74776 12.49157
Br 2.07212 -5.42395 16.12355
H 2.96168 -0.75614 20.79765
C 1.74365 -9.70847 13.84867
H 8.52911 -6.40604 14.48766
C 3.78358 -4.12070 22.46545
H 6.78922 -6.98067 11.66760
C 4.36565 -2.51437 20.58436
C 5.28664 -2.03942 19.57896
H 8.21245 -5.13190 12.44124
H 8.86500 -3.94976 19.57658
H 3.55534 -3.33464 23.20931
H 6.82498 -6.33132 21.17000
H 2.85258 -4.45667 22.03695
O -0.20496 -8.78529 12.72609
H 3.55143 -2.81095 13.41890
H 6.19619 -5.74162 22.71839
C 2.97353 -1.81043 20.65370
H 6.06321 -2.79494 13.01098
H 4.16911 -0.96148 18.11495
C 0.82163 -8.66104 13.59899
C 6.50366 -2.80179 19.27944
H 7.26068 -7.51344 13.78652
H 3.96278 -4.39724 12.63179
C 6.59704 -5.91892 11.27007
N 2.59649 -6.87725 19.13591
H 3.39024 -10.15945 15.19709
H 0.31806 -6.53647 13.80646
C 6.01229 -5.73113 21.65347
C 5.00728 -0.75700 18.82629
H 8.16832 -5.53369 19.40717
C 0.30721 -6.29273 19.62732
C 7.48036 -2.32123 18.22403
*
```

The calculation puts the total energy at -5372.16164 a.u. For the energy relative to the best compared isomer or geometry (same formula, charge and spin), the calculation gives 72.6 kJ/mol.

***

Density functional theory data (ωB97M-V with the def2-TZVPD basis set) for 5 unconnected molecules or ions with the total composition C28H42Cl2F5N3O25S7.

```
! wB97M-V def2-TZVPD RIJCOSX def2/J DEFGRID3
* xyz 0 1
O -2.27008 1.68156 -2.36160
C 2.12942 6.85812 -0.16248
O 2.31090 8.01997 -0.97016
H -3.57541 -10.61578 6.16919
O -2.98715 -3.96660 3.63291
O 3.17396 2.92392 -0.78612
H -4.61148 6.87672 3.85231
C 2.23359 -1.96366 0.40843
C 0.06238 1.19874 -1.26509
H -1.28144 0.58856 1.25349
H 4.52520 -1.49607 -3.95098
C 2.94487 -0.34554 -1.38039
H 3.67563 -0.66972 -5.41961
O 2.12326 1.37926 -3.63132
O 1.96463 0.57874 5.91966
H -1.98003 1.97739 -0.27446
O 3.82336 0.52191 -0.54661
Cl 0.31550 -3.64877 -0.95008
O -5.24321 -10.35990 5.00364
H 3.39249 -2.73456 2.15994
H 3.06030 6.67410 0.38356
H 0.88537 2.03416 -1.50090
H 2.77395 0.51852 -8.90166
O -3.79080 4.42949 2.84910
C 0.98989 7.20006 0.79370
O 0.65388 -1.25119 -9.10741
F 1.49965 3.50971 2.23963
H -3.08854 5.14865 4.66790
H 1.68976 1.87642 -9.31208
O -3.96974 -9.43603 3.06230
F 3.98565 -0.72062 2.03655
H 5.76406 -1.56080 0.57696
S -4.39579 5.14055 1.51259
O -4.01798 6.67874 1.90204
H 4.82399 -2.84031 -0.49179
C -1.77612 -1.89198 -2.47082
O 0.81032 10.00890 -0.86059
O -6.23449 -8.47842 3.70096
N -2.19237 -6.20266 3.17866
C -1.32619 2.01342 -1.23780
H 1.89783 5.99156 -0.78756
H 0.02781 0.64186 -2.28550
H -2.36640 -2.69113 -3.13808
S 1.86411 9.34252 -0.12806
H -4.49255 -5.69697 3.90021
O 0.24902 0.75904 3.32456
C 2.35004 0.10023 4.72887
C 4.97171 -2.45401 0.59224
H 0.01856 7.11757 0.29466
S -4.96126 -9.07028 4.04694
H 1.38454 -2.29034 1.12402
F 0.72372 3.88870 0.14704
O -0.81772 -0.77080 -7.14586
C -3.04689 5.38634 3.60158
H -1.53144 -2.58341 0.72829
F 2.65285 -1.34427 4.59421
C 1.72884 0.83612 -8.98039
C -1.28032 -1.61531 1.38850
S -0.64038 -2.26168 2.99355
H 5.46490 -3.29704 1.24715
C -0.82471 -0.32827 0.62728
C -3.40106 -5.38370 3.62096
O -4.24925 -8.12561 5.16992
H -1.62220 -0.36959 -0.27118
H -2.41730 -1.36000 1.71555
O -3.59316 4.74608 0.37832
C -4.57660 -10.18070 6.25212
C 0.95829 -1.98864 -1.74598
H -2.00280 -2.18274 -1.37234
C 1.34949 1.36926 0.94382
H -3.71573 -8.38531 7.16342
H 2.67345 -2.85110 -0.27672
H 1.94456 -2.43588 -2.30914
S 3.07051 1.75606 0.26548
C -3.68402 6.73718 3.28690
H 1.50387 -0.37411 -10.78868
F -0.68587 2.94312 1.69548
O 3.05471 10.02031 0.32963
O 1.12844 0.69492 -7.69494
H -3.18660 2.02508 -2.14631
H -5.46296 -8.27496 6.81296
C 3.53773 -1.89722 1.29840
C 0.93886 -0.09627 -9.89489
O 1.19134 8.56832 1.14018
N -1.10798 -5.33420 2.91556
H -0.08600 -3.03168 -3.39841
S 0.57217 -0.82996 -7.53458
N 2.49610 1.10760 3.57122
Cl 0.11471 -0.93153 -4.47574
C 1.56686 -0.91720 -0.67669
H -5.12556 -10.68313 7.05305
H -2.28700 -0.87047 -2.71902
H 2.73623 -1.98426 -4.28292
C 3.47600 -1.08394 -4.34440
C -0.15301 -1.92878 -2.88520
C 0.53905 0.21673 0.00929
S 3.04872 0.31542 -3.10126
C 0.68477 2.82242 1.14837
C -1.56891 -3.92130 3.19191
H -0.01254 0.35639 -10.19236
H -3.00864 7.57270 3.48578
C -4.50382 -8.67069 6.46254
H 0.99322 6.57145 1.68735
H -2.00667 5.35252 3.26195
O -5.83543 5.00786 1.54353
H 2.50139 2.03147 4.06365
H -1.13329 3.17959 -1.42660
C 1.36689 0.97470 2.57496
H 3.63231 -1.33821 -1.51201
O 4.09189 2.26518 1.35858
O 1.56105 -1.59716 -6.81026
O 4.45036 1.07857 -3.13643
*
```

Its SMILES is C[C@@H](F)C[C@]1([C@@H](Cl)[C@@H](C)Cl)[C@@H](S(C)(=O)=O)OS(=O)(=O)[C@@](C(=O)NC(=O)F)(C(F)(F)F)[C@]1(CCO)CCSc1nnco1.O=S1(=O)OCCO1.O=S1(=O)OCCO1.O=S1(=O)OCCO1.O=S1(=O)OCCO1. The calculation puts the total energy at -7343.44669 a.u. For the energy relative to the best compared isomer or geometry (same formula, charge and spin), the calculation gives 1687.7 kJ/mol.

***

Density functional theory data (ωB97M-V with the def2-TZVPD basis set) for a molecular structure, C28H42Cl2IrNO6SSi.

```
! wB97M-V def2-TZVPD RIJCOSX def2/J DEFGRID3
* xyz 2 5
C -4.25628 -2.96152 0.93464
H 1.28002 -1.94042 3.45897
H -1.89047 0.42832 2.51463
O -0.84224 -2.38532 0.05900
H 2.39900 2.46504 -2.77039
H 4.10730 1.87098 -0.20227
H -3.74183 2.16282 2.50440
H -0.38394 4.98675 -0.32898
H 1.55526 0.91715 -2.83328
H 1.74552 0.22597 0.83530
C 2.35064 1.47012 -2.33018
O -0.79744 3.29493 -2.43960
C 2.65421 -5.66300 1.26153
H 5.06158 -2.35325 1.86796
C 3.33454 -4.54925 1.72327
C -3.17463 2.69033 1.73669
Ir -0.94864 -1.21395 -1.83027
H -0.64080 1.61266 2.06207
C -3.03114 -2.32979 2.92797
C 2.62106 -3.47249 2.22580
C -1.39530 0.92578 1.67787
H -2.85113 0.04461 -0.47318
H 2.88818 2.51893 0.92032
H -1.17503 4.73462 -4.54392
H -0.88523 6.44611 -1.20906
Cl 0.81277 -2.88391 -2.85791
H -2.46756 3.36503 2.21827
H -0.90291 0.17745 1.04486
C -1.85152 -2.58350 0.79150
C -0.64532 -2.06219 3.01305
H -3.01037 -2.12468 3.99138
C 2.44679 -2.22923 -3.19310
H 1.47118 4.55801 -1.94549
C 3.14372 2.37794 -0.13009
H -5.15032 -2.62425 2.87343
O -0.87127 0.74797 -2.04286
H 3.23540 3.35964 -0.59289
C -4.22950 -2.63192 2.30655
H 2.44860 -1.84506 -4.20638
C 2.05340 1.57582 -0.83096
H 4.41412 -4.53250 1.70936
H -0.52720 -4.76026 1.94935
H 0.75162 -6.63543 1.01547
H -3.11239 -3.13463 -0.86016
C 4.57570 -2.24134 2.83877
H -4.11330 1.28312 -0.42811
C -1.00335 5.36612 -1.14516
H 1.15628 4.53087 -3.70026
S -3.48931 -1.47599 -4.03865
C -3.39778 0.73207 0.18133
H 3.21737 -6.50023 0.87298
C 1.97583 0.16973 -0.22986
H -2.04159 5.13345 -0.90346
Cl 3.66193 -3.49828 -3.07824
H -2.49800 5.09285 -3.42159
H 3.30812 0.97094 -2.49198
H 1.18016 -0.40309 -0.72322
O -1.75947 2.47152 -0.14196
H 2.65444 -1.45656 -2.46250
H -3.86205 3.28115 1.13329
H -0.80834 -1.40704 3.86253
H 2.92418 -0.35087 -0.36549
C 0.87542 4.98921 -2.75201
H -1.25417 6.32156 -3.74978
C 0.54333 -4.67547 1.82792
H 4.76682 -1.24617 3.22741
C -1.43801 5.25584 -3.62468
C 1.26322 -5.73595 1.32689
H 1.05614 6.06156 -2.80440
N 0.59709 -2.44779 2.89354
H -3.93899 0.15325 0.93230
C -0.61237 4.70913 -2.45847
C -3.11201 -2.92732 0.20132
H 4.96749 -2.98752 3.53092
C 1.20897 -3.52694 2.25420
O 0.82863 2.25630 -0.59164
Si -0.65772 2.16506 -1.28857
C -2.48977 -1.86435 -2.96646
O 3.15375 -2.34536 2.71982
C -1.81382 -2.36794 2.24352
H -5.19358 -3.22908 0.46612
C -2.42370 1.70308 0.85089
*
```

The calculation puts the total energy at -3310.19571 a.u.

***

Number 1: strongest force on any atom 2.76 eV Å⁻¹. Number 2: strongest force on any atom 11.92 eV Å⁻¹. Number 3: strongest force on any atom 2.29 eV Å⁻¹.